(1)
Molecular formula: C15H24N4O5Rh
Method: DFT, wB97M-V/def2-TZVPD

Geometry as XYZ:
```
49
Properties=species:S:1:pos:R:3:forces:R:3:mulliken_charge:R:1
O 0.071447 3.776916 0.029086 -0.007 1.224 0.780 -0.661
H 0.129494 4.453252 0.722012 0.032 -0.222 -0.111 0.255
Rh 0.071863 0.324416 -0.106275 -0.207 0.801 1.351 0.583
N -0.936423 -0.050333 -1.764826 -0.659 -1.073 -2.133 0.531
N 1.228893 -0.987857 -1.057881 0.649 -2.069 -1.138 0.438
O -2.130501 0.498856 -2.116202 -0.246 0.910 0.101 -0.744
O 2.447928 -1.539568 -0.663358 0.576 0.442 0.214 -0.623
C -0.438453 -0.944490 -2.638754 -0.801 0.700 0.795 0.239
C 0.797118 -1.497042 -2.215763 0.896 0.491 1.089 0.258
C -1.153232 -1.290638 -3.893734 0.031 -0.192 -0.473 -1.587
C 1.600970 -2.510660 -2.942617 -0.055 -0.325 -0.655 -1.518
H -1.951736 -0.574190 -4.105560 0.243 -0.180 0.152 0.394
H -1.597691 -2.292760 -3.828788 0.054 0.163 0.016 0.329
H -0.458795 -1.303427 -4.741516 -0.079 -0.036 0.139 0.395
H 2.222946 -3.102605 -2.264634 -0.226 0.174 -0.186 0.442
H 2.262969 -2.028286 -3.677022 -0.098 -0.118 0.182 0.287
H 0.933023 -3.179402 -3.498097 0.176 0.110 0.076 0.406
H -2.040582 1.497147 -1.777296 -0.115 -1.188 -0.353 0.451
H 2.829039 -0.926492 -0.003432 -0.414 -0.230 -0.553 0.418
O -1.021275 -1.976863 1.042021 -0.478 -0.427 -0.354 -0.508
H -1.990113 -2.034880 0.933163 0.586 0.047 0.104 0.288
H -0.687351 -2.790148 0.625209 -0.123 0.338 0.187 0.278
C 1.187075 1.884535 -0.505971 2.296 -2.054 -1.223 -0.853
H 0.811171 2.987293 0.168860 -0.921 1.217 0.141 0.019
H 1.119937 2.191010 -1.553499 -0.147 0.291 0.241 0.410
H 2.240426 1.714460 -0.230521 -0.154 0.284 0.086 0.492
O -1.880070 2.827667 -1.270955 0.447 0.993 0.011 -0.576
H -1.089951 3.201007 -0.718453 -0.934 -0.235 -0.535 0.323
H -2.025738 3.452604 -1.996610 0.065 -0.101 0.236 0.310
C -3.545518 2.102552 1.668624 0.114 -0.168 -0.134 -0.922
C -3.020272 2.785345 2.766549 0.049 -0.063 -0.327 -0.647
C -1.694647 2.567665 3.126531 0.613 -0.615 -0.257 -0.787
C -0.917765 1.685239 2.355936 -1.391 0.904 -0.547 0.534
N -1.402012 1.206666 1.186506 -0.493 -0.319 0.834 0.733
C -2.699619 1.314207 0.886437 0.065 0.600 0.745 -0.431
C 0.369161 1.124861 2.775436 1.614 -0.481 0.255 0.425
C 1.006252 1.414317 3.998100 -0.476 -0.162 -0.666 -0.975
C 2.063464 0.610832 4.413012 -0.032 -0.044 -0.389 -0.446
C 2.449276 -0.469245 3.611480 -0.142 -0.049 -0.304 -1.091
C 1.827635 -0.658876 2.372040 0.099 0.782 0.829 -0.383
N 0.879858 0.184618 1.943688 -0.308 -0.533 1.279 0.651
H -4.586785 2.183184 1.371158 0.139 0.075 0.212 0.435
H -3.638400 3.470270 3.339442 0.074 -0.145 -0.060 0.443
H -1.227865 3.033413 3.990135 -0.399 -0.043 -0.039 0.404
H -3.056734 0.762853 0.015717 0.164 0.340 0.143 0.626
H 0.631180 2.252423 4.579135 0.221 -0.304 0.149 0.398
H 2.569315 0.813959 5.352506 -0.085 -0.068 -0.146 0.440
H 3.229078 -1.163232 3.912792 -0.154 0.174 0.085 0.403
H 2.072307 -1.515172 1.737593 -0.061 0.385 0.150 0.714
```
Forces are in eV/Å.

Net charge: +1
Energy relative to the best compared isomer or geometry (same formula, charge and spin): 0.0 kJ/mol
Spin multiplicity: 5
Electronic energy: -1291.2694 Eh
Frontier orbital gap (alpha / beta): 5.633 / 7.371 eV
⟨S²⟩: 6.0174


(2)
Molecular formula: C15H24N5O3S2
Method: DFT, wB97M-V/def2-TZVPD

Geometry as XYZ:
```
49
Properties=species:S:1:pos:R:3:forces:R:3:mulliken_charge:R:1
C -4.805232 0.567900 0.938641 -0.048 0.003 -0.102 -1.459
C -4.308777 -0.863867 0.739316 0.048 0.129 -0.099 0.584
O -5.359158 -1.753628 1.086976 0.025 0.098 -0.022 -0.567
C -3.054835 -1.199638 1.568816 -0.322 -0.014 -0.226 -0.778
O -1.966010 -1.588985 0.711949 -0.067 0.103 -0.021 -0.409
C -0.812367 -0.832341 0.717504 0.689 -0.141 0.013 0.345
C -0.092364 -0.749017 2.048151 0.137 0.177 -0.136 -0.845
C 1.121479 0.183349 2.064639 0.374 -0.088 0.301 -0.828
C 2.421211 -0.411642 1.490065 -0.257 -0.161 -0.048 -0.867
C 2.716224 -0.018987 0.031930 -0.223 0.322 0.142 -0.300
N 3.963675 0.692014 -0.142306 0.060 -0.338 -0.091 0.308
C 4.917340 0.365255 -1.066407 0.365 0.156 -0.188 -0.413
C 5.938063 1.274603 -0.979110 -0.024 0.122 0.063 -0.598
C 5.590513 2.192176 0.043192 -0.036 0.064 -0.014 -0.651
C 4.371643 1.809094 0.537516 -0.012 0.072 -0.022 -0.311
N -1.099489 0.540925 0.175001 -0.632 0.326 0.060 0.088
C -1.300466 0.684127 -1.134836 0.384 -0.109 0.045 0.097
N -2.229255 1.503165 -1.640786 0.331 0.124 0.152 -0.295
N -0.493426 -0.045186 -1.955211 -1.306 -0.703 -0.466 0.821
N -0.884060 0.003386 -3.332157 0.028 0.157 0.164 -1.030
C -0.379708 0.923405 -3.985266 0.180 -0.158 0.308 0.700
S 0.242269 2.064507 -4.792071 -0.011 0.103 -0.291 -0.279
C -0.363117 -1.480149 -1.503615 0.465 -0.116 -0.197 -0.325
S 0.845186 -2.327327 -2.523931 0.189 0.147 0.042 -0.128
O 0.071992 -1.442678 -0.180749 -0.190 0.163 0.010 -0.225
H -5.539239 0.584142 1.742264 0.072 0.038 0.104 0.427
H -4.005522 1.270572 1.185859 0.041 -0.011 0.022 0.321
H -5.294781 0.936496 0.038263 -0.111 -0.028 0.022 0.292
H -4.038445 -0.998859 -0.312678 0.075 -0.081 0.001 0.269
H -5.576225 -2.314006 0.340265 -0.041 -0.116 -0.040 0.377
H -3.294111 -2.054932 2.195314 0.102 0.048 0.153 0.345
H -2.778341 -0.343647 2.183314 0.094 -0.095 0.161 0.427
H 0.233456 -1.769387 2.252733 -0.114 -0.050 0.104 0.411
H -0.786128 -0.463908 2.837902 -0.128 0.015 -0.071 0.376
H 0.904847 1.133118 1.571350 -0.098 0.019 0.017 0.448
H 1.305226 0.427694 3.111419 -0.052 0.018 0.028 0.390
H 3.254105 -0.114492 2.123842 0.084 0.083 -0.098 0.602
H 2.359235 -1.498349 1.565784 0.098 -0.029 0.002 0.286
H 1.903235 0.624757 -0.324370 -0.017 -0.034 -0.076 0.267
H 2.731343 -0.892174 -0.614891 0.121 -0.023 -0.016 0.012
H 4.829781 -0.471197 -1.739030 -0.230 -0.109 0.123 0.363
H 6.831211 1.297226 -1.578994 0.017 -0.082 -0.021 0.428
H 6.160443 3.045261 0.369129 0.024 0.001 0.036 0.427
H 3.769122 2.258185 1.309242 -0.057 -0.064 0.032 0.365
H -1.762502 1.067781 0.730900 0.020 -0.091 0.106 0.376
H -2.702753 1.216016 -2.483149 0.383 0.299 -0.357 0.249
H -2.404402 2.419144 -1.262733 -0.303 -0.139 0.260 0.269
H -1.332065 -1.963731 -1.626300 -0.063 0.041 0.138 0.451
H 0.181177 -3.486171 -2.532685 -0.062 -0.048 -0.004 0.189
```
Forces are in eV/Å.

SMILES string: C[C@H](O)CO[C@]1(CCCCn2cccc2)NC(N)=[N+](N=C=S)[C@@H](S)O1
Net charge: +1
Energy relative to the best compared isomer or geometry (same formula, charge and spin): 0.0 kJ/mol
Spin multiplicity: 1
Electronic energy: -1881.5306 Eh
Frontier orbital gap: 6.417 eV


(3)
Molecular formula: C15H24N6O4S2Ti
Method: DFT, wB97M-V/def2-TZVPD

Geometry as XYZ:
```
52
Properties=species:S:1:pos:R:3:forces:R:3:mulliken_charge:R:1
Ti 0.350385 -0.609720 0.520543 -0.582 0.114 -0.469 0.490
C 2.763094 -1.208071 0.413576 -0.099 -0.079 0.018 -0.286
C 2.648628 0.149939 0.739597 0.033 0.069 0.013 -0.560
C 2.000457 0.549117 1.923655 -0.010 -0.093 -0.069 -0.457
C 1.421179 -0.411355 2.757171 -0.054 -0.019 -0.025 -0.325
C 1.451613 -1.761486 2.383954 0.013 -0.044 0.113 -0.362
C 2.139736 -2.161078 1.222877 0.027 0.099 -0.061 -0.487
H 3.293840 -1.511471 -0.479396 0.014 0.004 0.025 0.472
H 3.078098 0.899771 0.087789 0.036 -0.021 0.025 0.556
H 1.938086 1.599988 2.174105 0.036 -0.013 0.024 0.471
H 0.928373 -0.109365 3.672535 0.033 -0.027 0.006 0.473
H 0.978245 -2.506548 3.009598 0.037 0.013 0.032 0.597
H 2.172337 -3.207186 0.947800 0.032 0.005 0.022 0.425
N -1.739727 0.413558 1.045518 0.117 -0.237 -0.118 -0.464
N -2.386896 0.892954 -0.109235 -0.016 0.114 -0.069 -0.216
C -1.690967 1.222469 -1.212984 -0.111 -0.041 0.110 0.829
N -2.365370 1.742853 -2.223039 0.053 0.005 -0.013 -0.415
S -0.001532 1.014867 -1.330817 0.135 -0.123 0.127 -0.420
H -2.357792 -0.279714 1.461615 0.064 -0.009 -0.001 0.324
H -1.626805 1.176641 1.713106 -0.057 -0.020 -0.037 0.313
H -3.349548 1.188095 -0.014031 0.015 -0.039 0.022 0.226
H -3.364538 1.881393 -2.211137 -0.001 0.002 0.009 0.212
H -1.867051 1.993520 -3.063146 -0.014 -0.004 -0.001 0.231
C -6.291770 -3.753154 -2.890115 -0.007 -0.029 0.017 -1.208
C -5.707812 -4.756422 -1.901392 0.078 0.099 -0.047 -0.504
S -3.993135 -4.389197 -1.630578 0.020 -0.089 -0.089 1.212
O -3.859422 -3.094256 -0.989909 -0.124 0.056 0.035 -0.656
O -3.246868 -4.623719 -2.840925 -0.011 -0.040 0.036 -0.651
C -3.460897 -5.608474 -0.425855 -0.073 0.036 -0.123 -0.809
C -1.944795 -5.780978 -0.469432 -0.002 -0.134 0.066 -0.936
N -1.210979 -4.515020 -0.625969 -0.017 0.029 0.014 0.295
C -1.289159 -3.458463 0.205711 0.050 0.036 -0.105 0.676
N -0.706607 -2.388988 -0.332766 0.560 0.227 0.293 0.372
C -0.242356 -2.773520 -1.577911 -0.106 0.045 0.219 -0.486
C -0.545946 -4.074927 -1.752718 -0.064 0.130 -0.123 -0.495
N -0.198132 -4.865229 -2.914409 -0.140 -0.019 -0.017 1.190
O 0.144481 -4.232812 -3.883236 0.052 0.032 -0.014 -0.588
O -0.248181 -6.072524 -2.817953 0.033 -0.052 0.019 -0.634
C -1.991970 -3.483978 1.513300 0.004 0.031 -0.023 -1.879
H -7.337724 -3.995017 -3.066463 -0.001 -0.004 0.002 0.400
H -5.763719 -3.797093 -3.840677 -0.005 -0.004 -0.011 0.349
H -6.233813 -2.740205 -2.496635 -0.008 0.010 0.006 0.310
H -5.735103 -5.776211 -2.286349 -0.019 -0.006 0.000 0.405
H -6.193116 -4.717002 -0.925386 -0.022 -0.004 0.003 0.375
H -3.907390 -6.566627 -0.692375 -0.070 0.018 0.039 0.632
H -3.850877 -5.285634 0.538081 0.026 -0.060 0.015 0.413
H -1.670952 -6.399642 -1.315496 0.033 0.012 0.042 0.415
H -1.602747 -6.280089 0.437165 0.028 0.026 -0.014 0.393
H 0.262724 -2.111025 -2.260473 0.018 -0.015 0.015 0.641
H -1.927579 -4.460640 1.989757 0.035 0.003 0.031 0.435
H -3.045739 -3.242477 1.357908 0.032 0.017 0.019 0.301
H -1.553064 -2.745546 2.184246 -0.001 -0.007 0.014 0.404
```
Forces are in eV/Å.

Net charge: +2
Energy relative to the best compared isomer or geometry (same formula, charge and spin): 46.2 kJ/mol
Spin multiplicity: 3
Electronic energy: -2860.7587 Eh
Frontier orbital gap (alpha / beta): 7.646 / 8.622 eV
⟨S²⟩: 2.0044


(4)
Molecular formula: C15H24O
Method: DFT, wB97M-V/def2-TZVPD

Geometry as XYZ:
```
40
Properties=species:S:1:pos:R:3:forces:R:3:mulliken_charge:R:1
C 0.791489 3.041292 -0.662257 -0.720 8.403 -4.554 -1.215
C 0.179719 2.194567 -0.012981 -7.517 -3.432 3.247 -0.196
C 0.739362 1.019873 0.524146 -2.932 -5.022 0.886 1.921
H -0.033876 0.512878 1.290749 1.876 1.293 -1.358 0.296
C 0.976404 -0.343842 -0.630308 1.284 5.376 4.865 -0.227
C -0.063650 -1.380040 -0.817506 5.110 2.316 -5.013 -1.637
H -0.678820 -1.089786 -1.564966 -1.671 1.781 -3.346 0.907
C -0.986925 -1.826939 0.071507 -2.878 -2.737 7.360 -0.964
H -0.593674 -1.694712 1.092898 -0.082 -0.193 0.042 0.323
H -1.031240 -2.968521 0.016759 -1.030 1.492 -0.070 0.290
C -2.461581 -1.077551 0.242024 -0.010 -10.089 -1.190 0.609
C -2.500318 0.253050 0.623340 1.180 -1.198 0.302 0.327
O -2.483985 0.202187 1.795212 -0.275 3.738 6.158 -0.575
C -2.252750 1.362255 -0.248610 -4.845 -2.760 -1.092 -0.605
H -3.305750 1.600663 -0.602087 0.963 0.770 0.554 0.536
H -1.928914 0.887359 -1.100150 1.394 -0.659 -2.400 0.326
C -1.399706 2.282447 0.301682 3.822 8.396 -2.297 -1.514
H -1.782540 3.321684 -0.146405 1.273 -1.607 0.225 0.346
H -1.510663 2.639552 1.260409 -0.411 -0.592 2.802 0.621
C -3.191119 -1.435925 -0.967212 -2.822 0.109 -4.370 -1.377
H -3.245865 -2.550026 -1.407299 0.215 2.323 1.662 0.276
H -4.300212 -1.023857 -0.830680 2.048 -0.993 -0.801 0.318
H -2.706399 -0.858727 -1.869075 -1.177 -0.857 1.281 0.319
H -2.986554 -1.798856 1.176033 1.651 2.268 -2.651 0.370
H 0.614213 -1.945715 -1.467103 -0.599 -2.101 0.547 0.491
H 1.330226 0.353494 -1.416766 -0.516 -1.443 -0.497 0.507
C 2.259441 -0.639364 0.323010 0.670 11.073 -6.433 1.751
C 3.543742 -0.380048 -0.562165 -1.866 -15.803 10.624 -2.092
H 4.315101 -0.592494 0.210315 0.339 0.822 -1.041 0.402
H 3.613232 0.270849 -1.132041 0.853 11.568 -8.676 0.889
H 3.506270 -1.340173 -1.179019 0.655 0.858 0.178 0.339
C 2.162732 -1.669047 1.148430 1.311 -0.349 10.526 -1.968
H 2.076085 -2.533881 0.751744 -1.098 -6.091 -3.173 0.560
H 3.111127 -1.843394 1.798951 -1.045 0.570 -0.930 0.417
H 1.362241 -1.597820 2.005835 1.092 0.076 -1.762 0.293
C 2.076289 1.087445 1.097847 -9.222 -12.959 -6.142 -3.573
H 2.177323 0.864352 1.969975 0.306 -2.341 10.532 0.721
H 2.648526 1.706907 0.928077 10.186 10.894 -4.433 1.205
H 1.764413 2.922771 -0.947659 2.622 0.059 -0.547 0.401
H 0.196599 4.067105 -1.064663 1.864 -2.960 0.985 0.180
```
Forces are in eV/Å.

Net charge: 0
Energy relative to the best compared isomer or geometry (same formula, charge and spin): 1492.1 kJ/mol
Spin multiplicity: 1
Electronic energy: -660.6417 Eh
Frontier orbital gap: 8.273 eV